(1)
Molecular formula: C4H10O2
Method: DFT, ωB97M-V/def2-TZVPD

Geometry as ORCA input:
```
! RIJCOSX wB97M-V def2-TZVPD def2/J DEFGRID3
* xyz 0 1
C -1.832 0.019 0.215
C -0.370 0.237 0.434
O 0.103 -1.039 1.314
C 0.314 0.791 -0.881
C 1.683 0.146 -0.931
O 1.465 -1.214 -0.662
H -2.271 -0.337 1.144
H -2.323 0.939 -0.116
H -1.964 -0.728 -0.580
H -0.082 0.910 1.226
H -0.392 -1.873 1.163
H 0.327 1.905 -0.843
H -0.247 0.545 -1.798
H 2.339 0.639 -0.192
H 2.171 0.249 -1.910
H 1.130 -1.293 0.301
*
```

As for the orbital gap: 10.3722 eV. Its SMILES is C[C@@H](O)CCO. As for the relative energy (zero: lowest compared OMol25 entry of this formula, charge and spin): 199.1 kJ/mol.

Atomic partial charges in e from the natural (NBO) method, atoms 1 to 5: atom 1 (C): -0.649, atom 2 (C): 0.136, atom 3 (O): -0.775, atom 4 (C): -0.448, atom 5 (C): -0.065

(2)
Molecular formula: C38H46CeOP2Si
Method: DFT, ωB97M-V/def2-TZVPD

Geometry as ORCA input:
```
! RIJCOSX wB97M-V def2-TZVPD def2/J DEFGRID3
* xyz 2 1
Ce 0.088 0.613 0.465
C -1.895 0.846 -7.462
C -1.914 -0.426 -7.039
C -1.059 -1.560 -7.528
C 0.282 -1.177 -8.188
C 1.197 -0.347 -7.331
C 1.221 0.988 -7.215
C 0.358 1.982 -7.935
C -0.986 1.463 -8.488
C 2.227 0.661 1.282
H -2.657 1.542 -7.088
H -2.697 -0.736 -6.336
H -1.621 -2.173 -8.257
H -0.858 -2.228 -6.674
H 0.811 -2.122 -8.396
H 0.090 -0.716 -9.163
H 1.965 -0.941 -6.818
H 2.009 1.457 -6.617
H 0.914 2.423 -8.781
H 0.157 2.818 -7.246
H -1.517 2.340 -8.895
H -0.801 0.797 -9.339
H 2.152 1.531 1.957
H 3.141 0.698 0.692
H 2.199 -0.236 1.931
P -1.569 -0.576 -1.848
P 1.668 -0.003 -1.877
C -0.556 -0.791 -3.322
C 0.793 -0.606 -3.316
C -2.528 -2.114 -1.664
C -2.894 -2.925 -2.746
C -3.629 -4.101 -2.522
C -3.971 -4.472 -1.218
C -3.583 -3.673 -0.137
C -2.850 -2.502 -0.347
C -2.786 0.759 -2.218
C -2.329 2.088 -2.199
C -3.240 3.133 -2.353
C -4.601 2.864 -2.565
C -5.053 1.541 -2.590
C -4.150 0.491 -2.408
C 3.152 -1.032 -1.637
C 2.990 -2.304 -1.060
C 4.112 -3.092 -0.803
C 5.398 -2.618 -1.112
C 5.552 -1.343 -1.666
C 4.436 -0.546 -1.927
C 2.234 1.694 -2.295
C 2.382 2.646 -1.279
C 2.851 3.925 -1.580
C 3.118 4.281 -2.907
C 2.923 3.346 -3.929
C 2.472 2.056 -3.631
H -1.097 -1.055 -4.243
H 1.417 -0.806 -4.200
H -2.611 -2.645 -3.759
H -3.937 -4.709 -3.370
H -4.557 -5.385 -1.048
H -3.861 -3.962 0.874
H -2.525 -1.880 0.494
H -1.256 2.299 -2.060
H -2.894 4.164 -2.314
H -5.305 3.684 -2.716
H -6.111 1.318 -2.749
H -4.496 -0.545 -2.398
H 1.981 -2.651 -0.806
H 3.994 -4.078 -0.357
H 6.274 -3.241 -0.922
H 6.545 -0.954 -1.898
H 4.543 0.457 -2.339
H 2.193 2.383 -0.225
H 3.018 4.636 -0.773
H 3.489 5.281 -3.140
H 3.132 3.609 -4.964
H 2.293 1.325 -4.418
C -1.966 0.653 4.700
Si -0.426 -0.140 3.991
C 1.025 0.965 4.502
C 0.091 -1.858 4.564
O -0.574 -0.128 2.326
H -1.906 0.665 5.798
H -2.890 0.148 4.394
H -2.035 1.690 4.345
H 1.111 0.996 5.598
H 1.967 0.581 4.090
H 0.879 1.990 4.133
H -0.565 -2.649 4.176
H 1.102 -2.049 4.173
H 0.145 -1.962 5.659
*
```

As for the orbital gap (alpha / beta): 4.3011 / 6.1900 eV.

Atomic partial charges in e from the Löwdin method, atoms 1 to 5: atom 1 (Ce): 1.173, atom 2 (C): -0.098, atom 3 (C): -0.132, atom 4 (C): -0.192, atom 5 (C): -0.197

(3)
Molecular formula: C5H11O2S
Method: DFT, ωB97M-V/def2-TZVPD

Geometry as ORCA input:
```
! RIJCOSX wB97M-V def2-TZVPD def2/J DEFGRID3
* xyz -1 1
C 1.098 -2.170 -0.167
C 0.387 -0.871 -0.598
C 0.946 -0.885 2.476
S 1.285 -2.448 1.628
H 0.556 -3.017 -0.512
H 2.044 -2.339 -0.689
H 0.120 -0.823 -1.688
H 1.035 0.018 -0.195
H 1.205 -0.010 1.915
H 0.052 -0.781 3.010
H 1.772 -0.689 3.260
H -0.635 -0.612 -0.197
C -1.881 1.586 -1.222
C -0.699 2.675 -1.121
O -0.057 2.873 -0.088
O -0.774 3.476 -2.082
H -2.253 1.540 -0.222
H -1.583 0.585 -1.555
H -2.617 1.892 -1.953
*
```

As for the orbital gap: 6.6256 eV. As for the relative energy (zero: lowest compared OMol25 entry of this formula, charge and spin): 149.9 kJ/mol.

Atomic partial charges in e from the natural (NBO) method, atoms 1 to 5: atom 1 (C): -0.519, atom 2 (C): -0.656, atom 3 (C): -0.760, atom 4 (S): 0.146, atom 5 (H): 0.201

(4)
Molecular formula: C18H28O4S2
Method: DFT, ωB97M-V/def2-TZVPD

Geometry as ORCA input:
```
! RIJCOSX wB97M-V def2-TZVPD def2/J DEFGRID3
* xyz 0 1
C -4.800 -3.645 -0.566
C -3.416 -3.885 0.025
C -2.555 -2.626 -0.065
C -1.177 -2.829 0.532
H -1.253 -3.330 1.498
H -0.506 -3.396 -0.109
S -0.344 -1.212 0.907
O -1.417 -0.325 1.381
C -0.022 -0.755 -0.862
C 0.642 0.614 -0.950
C -0.174 1.703 -0.272
H -0.038 1.645 0.804
H 0.103 2.687 -0.644
S -1.988 1.444 -0.598
O -2.203 1.933 -1.966
C -2.518 2.821 0.514
C -4.002 3.084 0.314
C -4.897 2.153 1.131
C -4.664 0.678 0.825
H -5.420 0.071 1.319
H -4.724 0.500 -0.247
H -3.686 0.363 1.178
H -4.723 2.330 2.195
H -5.938 2.407 0.921
H -4.223 2.971 -0.751
H -4.229 4.118 0.590
H -2.290 2.503 1.528
H -1.929 3.695 0.245
H 0.803 0.850 -2.011
O 1.917 0.584 -0.294
C 2.932 0.000 -0.949
O 2.812 -0.511 -2.037
C 4.201 0.054 -0.188
C 5.358 -0.425 -0.799
C 6.562 -0.391 -0.123
C 6.618 0.118 1.165
C 5.469 0.593 1.777
C 4.260 0.563 1.107
H 3.360 0.929 1.576
H 5.517 0.987 2.782
H 7.560 0.146 1.693
H 7.459 -0.760 -0.599
H 5.288 -0.816 -1.803
H 0.648 -1.513 -1.264
H -0.958 -0.742 -1.413
H -3.044 -1.816 0.480
H -2.476 -2.327 -1.112
H -2.926 -4.702 -0.510
H -3.515 -4.183 1.071
H -5.409 -4.543 -0.489
H -5.303 -2.840 -0.036
H -4.725 -3.369 -1.615
*
```

As for the orbital gap: 8.8094 eV. As for the relative energy (zero: lowest compared OMol25 entry of this formula, charge and spin): 14.9 kJ/mol.

Atomic partial charges in e from the natural (NBO) method, atoms 1 to 5: atom 1 (C): -0.600, atom 2 (C): -0.383, atom 3 (C): -0.429, atom 4 (C): -0.575, atom 5 (H): 0.225

F_max across the listed records, respectively: 0.0349, 0.0546, 0.0727, 0.0351 Eh/bohr.